<one>
ORCA calculation (ωB97M-V/def2-TZVPD) on a structure of composition C7H17NO.

Each line ends with the Löwdin charge.
Positions of all 26 atoms, in Å:
1 C 1.184 0.822 0.365  -0.51
2 C 1.486 -0.568 0.167  -0.07
3 C 1.243 1.347 1.793  -0.07
4 C 1.694 1.807 -0.678  -0.07
5 H -0.090 0.839 0.125  0.10
6 H 2.121 -0.834 -0.675  0.08
7 H 0.218 -1.024 -0.166  0.10
8 H 1.668 -1.181 1.044  0.08
9 H 0.803 0.635 2.494  0.07
10 H 1.555 1.417 -1.687  0.08
11 H 2.280 1.514 2.098  0.08
12 H 0.710 2.296 1.889  0.08
13 H 2.761 2.001 -0.531  0.08
14 H 1.166 2.760 -0.615  0.08
15 C -1.727 -1.795 0.777  -0.06
16 C -1.177 -0.986 -0.380  -0.47
17 N -1.254 -1.575 -1.708  0.05
18 C -1.400 0.420 -0.374  -0.22
19 O -1.512 1.080 -1.582  -0.02
20 H -1.319 0.399 -2.253  0.08
21 H -0.628 -2.364 -1.814  0.08
22 H -2.194 -1.879 -1.939  0.09
23 H -1.995 0.880 0.408  0.14
24 H -1.166 -2.726 0.898  0.08
25 H -2.782 -2.047 0.632  0.08
26 H -1.643 -1.238 1.712  0.08

LUMO energy: 0.0284 Ha
HOMO energy: -7.602 eV
net charge: 0
gap between HOMO and LUMO: 8.38 eV



<two>
ORCA calculation (ωB97M-V/def2-TZVPD) on an isolated molecule of C7H17NO.

Each line ends with the Löwdin charge.
Positions of all 26 atoms, in Å:
1 C -0.608 2.674 0.595  -0.06
2 C 0.336 1.304 0.656  -0.18
3 C -0.203 0.230 -0.238  -0.48
4 C -1.674 -0.074 0.020  -0.06
5 C 0.034 0.536 -1.713  -0.05
6 C 0.789 -1.113 0.223  -0.57
7 C 0.590 -2.293 -0.731  -0.02
8 N 0.496 -1.448 1.606  0.09
9 O 2.161 -0.808 0.145  -0.01
10 H -1.614 2.493 0.960  0.05
11 H -0.640 3.071 -0.416  0.05
12 H -0.133 3.408 1.243  0.05
13 H 1.326 1.621 0.329  0.10
14 H 0.352 0.980 1.695  0.10
15 H -2.295 0.703 -0.420  0.08
16 H -1.887 -0.114 1.086  0.08
17 H -1.961 -1.020 -0.436  0.07
18 H 1.100 0.576 -1.922  0.09
19 H -0.423 1.486 -1.982  0.08
20 H -0.422 -0.227 -2.341  0.08
21 H 0.947 -2.041 -1.724  0.08
22 H 1.183 -3.139 -0.377  0.08
23 H -0.454 -2.591 -0.781  0.07
24 H -0.467 -1.743 1.711  0.08
25 H 1.090 -2.216 1.910  0.09
26 H 2.378 -0.254 0.903  0.09

LUMO energy: 0.0310 Ha
HOMO energy: -9.152 eV
net charge: 0
gap between HOMO and LUMO: 9.99 eV



<three>
ORCA calculation (ωB97M-V/def2-TZVPD) on an isolated molecule of C7H17NO.

Each line ends with the Löwdin charge.
Positions of all 26 atoms, in Å:
1 C -1.055 0.360 -1.785  -0.07
2 C 0.143 0.252 -0.825  -0.25
3 C 0.817 -1.205 -1.047  -0.38
4 C 1.925 -1.637 -0.100  -0.07
5 O -0.165 -2.238 -1.131  -0.05
6 C -0.186 0.632 0.639  -0.57
7 C -1.102 -0.356 1.366  -0.04
8 C -0.890 2.090 0.627  -0.04
9 N 1.035 0.790 1.426  0.05
10 H -0.874 -0.168 -2.727  0.08
11 H -1.976 -0.065 -1.374  0.08
12 H -1.258 1.402 -2.047  0.07
13 H 0.904 0.960 -1.180  0.14
14 H 1.259 -1.152 -2.050  0.14
15 H 2.695 -0.868 0.001  0.08
16 H 2.409 -2.545 -0.481  0.08
17 H 1.540 -1.902 0.889  0.07
18 H -0.449 -2.460 -0.230  0.08
19 H -0.573 -1.255 1.693  0.07
20 H -1.941 -0.689 0.750  0.08
21 H -1.538 0.098 2.264  0.08
22 H -0.213 2.848 0.217  0.08
23 H -1.834 2.116 0.074  0.07
24 H -1.140 2.393 1.651  0.07
25 H 0.822 1.110 2.369  0.08
26 H 1.645 1.491 1.009  0.08

LUMO energy: 0.0325 Ha
HOMO energy: -8.999 eV
net charge: 0
gap between HOMO and LUMO: 9.88 eV



Energies relative to the minimum, kJ/mol: <one> 278.6; <two> 0.0; <three> 8.7



<one>
ORCA calculation (ωB97M-V/def2-TZVPD) on a structure of composition C7H17NO.

Each line ends with the Löwdin charge.
Positions of all 26 atoms, in Å:
1 C 1.406 -1.214 -3.541  -0.09
2 C 0.596 -1.130 -2.151  -0.29
3 C 1.522 -0.908 -1.124  -0.39
4 C 1.044 -0.659 0.290  -0.40
5 C 2.150 -0.447 1.280  -0.15
6 C -2.400 1.611 1.438  -0.58
7 C -3.462 2.283 2.366  -0.02
8 H 1.948 -0.126 -3.596  0.12
9 H 2.103 -2.060 -3.617  0.05
10 H 0.725 -1.431 -4.434  0.07
11 H -0.107 -1.969 -2.095  0.12
12 H 0.067 -0.193 -2.094  0.11
13 H 2.082 -1.787 -1.038  0.10
14 H 2.253 -0.159 -1.451  0.11
15 H 0.171 -1.513 0.329  0.17
16 H 0.351 0.197 0.125  0.08
17 H 3.185 -0.050 0.523  0.16
18 H 1.730 0.465 2.198  0.14
19 H 2.262 -1.606 1.771  0.12
20 H -0.893 0.202 1.614  0.06
21 H -1.609 0.779 3.230  0.18
22 H -3.307 3.395 2.176  0.10
23 H -3.312 2.128 3.405  0.04
24 H -4.440 1.825 2.111  0.09
25 N -1.684 0.659 2.092  0.11
26 O -2.381 1.709 0.193  0.00

LUMO energy: 0.0256 Ha
HOMO energy: -9.754 eV
net charge: 0
gap between HOMO and LUMO: 10.45 eV



<two>
ORCA calculation (ωB97M-V/def2-TZVPD) on a structure of composition C7H17NO.

Each line ends with the Löwdin charge.
Positions of all 26 atoms, in Å:
1 C 1.920 0.094 -1.338  -0.09
2 C 2.336 -1.341 1.118  -0.21
3 N 1.934 1.446 -1.191  0.01
4 O 2.350 -0.148 0.403  -0.29
5 H 1.624 1.587 -0.203  0.09
6 H 2.842 1.881 -1.305  0.09
7 H 2.577 -0.308 -2.114  0.11
8 H 0.944 -0.373 -1.229  0.09
9 H 1.310 -1.723 1.259  0.06
10 H 2.937 -2.131 0.639  0.07
11 H 2.777 -1.177 2.106  0.08
12 C -2.099 0.940 -1.074  -0.06
13 C -2.183 -1.536 -0.596  -0.07
14 C -0.598 1.238 1.659  -0.09
15 C -1.733 -0.175 -0.133  -0.38
16 C -1.060 -0.027 1.007  -0.15
17 H -0.941 -0.906 1.634  0.10
18 H -1.883 1.926 -0.673  0.06
19 H -3.272 -1.573 -0.684  0.08
20 H -3.168 0.903 -1.300  0.08
21 H -1.574 0.825 -2.025  0.08
22 H -1.874 -2.319 0.095  0.07
23 H -1.774 -1.762 -1.584  0.08
24 H -1.021 1.327 2.663  0.08
25 H -0.858 2.130 1.094  0.06
26 H 0.488 1.203 1.774  0.06

LUMO energy: 0.0369 Ha
HOMO energy: -8.829 eV
net charge: 0
gap between HOMO and LUMO: 9.83 eV



Energies relative to the minimum, kJ/mol: <one> 119.5; <two> 0.0



<one>
ORCA calculation (ωB97M-V/def2-TZVPD) on a cluster of 2 separate species, C7H17NO in total.

Each line ends with the Löwdin charge.
Positions of all 26 atoms, in Å:
1 C -0.394 1.768 1.671  -0.09
2 C -1.096 0.958 0.449  -0.21
3 N -1.238 -0.340 1.205  -0.22
4 C -2.674 -0.894 1.205  -0.05
5 C -0.387 -1.378 0.324  -0.43
6 C 0.533 -1.952 1.334  0.00
7 O -0.535 -1.206 -0.843  0.09
8 H 0.682 1.481 1.810  0.07
9 H -0.490 1.326 2.647  0.03
10 H -0.881 2.820 1.636  0.09
11 H -2.068 1.264 0.039  0.10
12 H -0.460 1.066 -0.397  0.06
13 H -3.270 -0.130 1.629  0.05
14 H -2.811 -1.032 -0.075  0.15
15 H -2.599 -1.911 1.553  0.06
16 H 0.529 -3.045 1.473  0.09
17 H 1.563 -1.554 0.943  0.13
18 H 0.362 -1.440 2.267  0.07
19 C 2.601 1.108 -1.774  -0.18
20 C 2.567 1.364 -3.248  -0.18
21 H 2.763 0.076 -1.460  0.06
22 H 3.374 1.727 -1.308  0.06
23 H 1.683 1.390 -1.183  0.06
24 H 2.490 2.434 -3.528  0.07
25 H 1.687 1.017 -3.802  0.07
26 H 3.450 0.981 -3.700  0.05

LUMO energy: 0.0287 Ha
HOMO energy: -8.362 eV
net charge: 0
gap between HOMO and LUMO: 9.14 eV



<two>
ORCA calculation (ωB97M-V/def2-TZVPD) on an isolated molecule of C7H17NO.

Each line ends with the Löwdin charge.
Positions of all 26 atoms, in Å:
1 C 1.399 -1.456 1.173  -0.06
2 C 1.629 -0.642 -0.090  -0.38
3 O 1.940 -1.553 -1.158  -0.06
4 C 0.506 0.313 -0.599  -0.25
5 C 0.963 1.781 -0.439  -0.06
6 C -0.975 0.088 -0.113  -0.57
7 C -1.932 1.006 -0.910  -0.06
8 C -1.211 0.340 1.389  -0.05
9 N -1.394 -1.293 -0.395  0.06
10 H 2.297 -2.043 1.405  0.08
11 H 0.600 -2.192 1.051  0.08
12 H 1.198 -0.819 2.037  0.07
13 H 2.549 -0.067 0.066  0.13
14 H 2.660 -2.131 -0.849  0.09
15 H 0.478 0.168 -1.692  0.14
16 H 2.028 1.896 -0.667  0.08
17 H 0.799 2.168 0.568  0.07
18 H 0.433 2.429 -1.145  0.07
19 H -2.981 0.812 -0.653  0.08
20 H -1.827 0.852 -1.990  0.08
21 H -1.748 2.064 -0.697  0.07
22 H -1.020 -0.552 1.996  0.07
23 H -0.582 1.140 1.787  0.07
24 H -2.252 0.620 1.591  0.08
25 H -1.154 -1.539 -1.357  0.09
26 H -2.404 -1.390 -0.308  0.08

LUMO energy: 0.0353 Ha
HOMO energy: -9.005 eV
net charge: 0
gap between HOMO and LUMO: 9.97 eV



Energies relative to the minimum, kJ/mol: <one> 385.5; <two> 0.0